Run 1
The following is a quantum chemistry calculation of a cluster of 2 separate species, ClFN2O3 in total, from OMol25.

The LUMO energy (alpha / beta) comes out at -2.7 / -2.7 eV. The orbital gap (alpha / beta) is 8.463 / 8.453 eV. The total charge is 0.

CARTESIAN COORDINATES (ANGSTROEM)
Cl1 -2.32 -0.01 -0.43
F1 0.18 -1.64 -0.13
O1 0.69 1.61 0.20
O2 1.67 0.12 -1.02
O3 -1.45 -0.04 0.93
N1 0.92 0.50 -0.17
N2 0.32 -0.54 0.61

---

Run 2
The following is a quantum chemistry calculation of a cluster of 2 separate species, ClFN2O3 in total, from OMol25.

The LUMO energy (alpha / beta) comes out at -1.5 / -1.8 eV. The orbital gap (alpha / beta) is 9.075 / 8.449 eV. The total charge is 0.

CARTESIAN COORDINATES (ANGSTROEM)
Cl1 2.57 1.60 0.32
F1 -1.33 -1.15 0.53
O1 0.12 -0.91 -1.16
O2 0.63 2.19 0.66
O3 -1.42 -2.43 -1.22
N1 -0.82 -1.51 -0.87
N2 0.25 2.22 1.75

---

Most stable one: run 2, least stable one: run 1.

---

Run 1
The following is a quantum chemistry calculation of an isolated molecule of C4H4Cl2N2O, from OMol25.

The LUMO energy comes out at 0.5 eV. The orbital gap is 10.398 eV. Its SMILES is C[C@]1(Cl)[C@H](Cl)N1N=C=O. The total charge is 0.

CARTESIAN COORDINATES (ANGSTROEM)
Cl1 -0.25 1.72 -1.57
Cl2 0.66 0.58 2.63
O1 -0.13 -1.72 -2.64
N1 1.19 -0.90 -0.89
N2 1.35 0.05 0.05
C1 0.14 0.36 0.86
C2 0.47 -1.21 -1.77
C3 0.68 1.32 -0.10
C4 -1.13 -0.45 0.74
H1 -1.76 -0.02 -0.14
H2 -0.86 -1.55 0.78
H3 1.46 2.06 0.37
H4 -1.82 -0.24 1.67

---

Run 2
The following is a quantum chemistry calculation of an isolated molecule of C4H4Cl2N2O, from OMol25.

The LUMO energy comes out at 0.1 eV. The orbital gap is 8.066 eV. The total charge is 0.

CARTESIAN COORDINATES (ANGSTROEM)
Cl1 -1.97 2.66 -1.16
Cl2 -1.61 0.01 0.14
O1 0.70 2.09 -2.34
N1 1.06 -0.46 -0.01
N2 1.22 0.21 -1.08
C1 -0.23 -1.60 1.75
C2 -0.84 1.51 -0.62
C3 -0.04 -0.78 0.49
C4 0.27 1.28 -1.51
H1 -0.87 -2.38 1.40
H2 0.81 -1.84 1.98
H3 -0.72 -0.89 2.34
H4 2.20 0.19 -1.39

---

Most stable one: run 1, least stable one: run 2.

---

Run 1
The following is a quantum chemistry calculation of a cluster of 5 separate species, C12H12ClF4O12 in total, from OMol25.

The LUMO energy comes out at 2.7 eV. The orbital gap is 9.178 eV. The total charge is -1.

CARTESIAN COORDINATES (ANGSTROEM)
Cl1 -1.87 0.21 0.32
F1 -3.33 -1.22 4.44
F2 1.47 4.02 0.30
F3 1.15 -3.06 1.76
F4 -3.01 1.83 -4.27
O1 -2.29 -3.59 3.13
O2 2.63 -1.94 0.45
O3 -0.72 -4.07 4.67
O4 3.27 2.74 -0.12
O5 3.50 -0.77 -1.28
O6 0.85 2.84 -5.05
O7 -0.81 1.38 -4.56
O8 -1.20 -1.92 4.13
O9 1.35 -1.42 -1.29
O10 4.53 1.40 1.19
O11 2.30 1.12 1.05
O12 -0.44 3.12 -3.22
C1 -1.89 1.37 -3.66
C2 0.56 -2.27 -0.42
C3 -2.69 -2.36 2.47
C4 -0.04 2.49 -4.35
C5 3.48 1.71 0.74
C6 1.28 1.62 0.18
C7 1.28 -2.04 0.88
C8 2.59 -1.33 -0.76
C9 -2.31 -1.33 3.51
C10 -1.34 -3.27 4.05
C11 1.90 2.90 -0.36
C12 -1.42 2.29 -2.55
H1 -2.20 2.95 -2.20
H2 1.06 0.94 -0.64
H3 -2.07 -0.33 3.16
H4 1.00 -1.12 1.38
H5 -0.93 1.75 -1.74
H6 1.67 3.05 -1.42
H7 -0.47 -1.92 -0.42
H8 -3.75 -2.34 2.27
H9 -2.05 0.36 -3.29
H10 -2.07 -2.29 1.58
H11 0.38 1.81 0.76
H12 0.67 -3.29 -0.81

---

Run 2
The following is a quantum chemistry calculation of a cluster of 5 separate species, C12H12ClF4O12 in total, from OMol25.

The LUMO energy comes out at 2.6 eV. The orbital gap is 8.487 eV. The total charge is -1.

CARTESIAN COORDINATES (ANGSTROEM)
Cl1 -0.34 -0.64 0.44
F1 4.52 -0.80 0.06
F2 0.37 4.34 -2.72
F3 -4.54 2.07 3.20
F4 2.37 -4.22 -1.73
O1 3.35 -0.82 3.98
O2 -6.95 0.42 0.64
O3 -4.76 0.91 0.47
O4 3.06 -1.19 1.79
O5 1.46 2.33 -0.80
O6 0.84 2.16 -2.89
O7 -0.47 -2.62 -3.87
O8 1.13 -2.40 -2.27
O9 -0.52 -3.78 -1.96
O10 2.82 1.29 -2.26
O11 -5.56 0.20 2.40
O12 3.79 0.78 2.47
C1 3.38 -0.44 2.85
C2 -4.33 0.80 2.73
C3 -5.84 0.43 1.07
C4 3.30 0.97 1.12
C5 0.23 -3.86 -0.77
C6 -0.07 3.11 -2.33
C7 1.82 1.89 -2.04
C8 1.57 -3.24 -1.21
C9 0.00 -2.88 -2.80
C10 -3.67 0.79 1.37
C11 3.31 -0.48 0.62
C12 0.13 2.85 -0.84
H1 2.27 1.31 1.15
H2 0.13 3.79 -0.29
H3 -3.78 0.26 3.49
H4 -1.03 2.88 -2.76
H5 3.98 1.62 0.58
H6 -0.21 -3.29 0.05
H7 2.07 -2.65 -0.44
H8 2.54 -0.58 -0.14
H9 0.33 -4.88 -0.39
H10 -3.13 -0.15 1.23
H11 -3.02 1.66 1.29
H12 -0.56 2.09 -0.48

---

Most stable one: run 1, least stable one: run 2.

---

Run 1
The following is a quantum chemistry calculation of a cluster of 2 separate species, CH4O3S in total, from OMol25.

The LUMO energy comes out at 0.5 eV. The orbital gap is 10.476 eV. The total charge is 0.

CARTESIAN COORDINATES (ANGSTROEM)
S1 -0.91 0.29 1.24
O1 1.49 -0.37 -1.13
O2 -0.73 0.30 -1.22
O3 0.49 -0.09 1.24
C1 0.41 0.26 -1.58
H1 -1.40 -0.85 1.50
H2 0.53 0.72 -2.56
H3 -1.27 0.49 2.68
H4 1.39 -0.74 -0.17

---

Run 2
The following is a quantum chemistry calculation of a cluster of 2 separate species, CH4O3S in total, from OMol25.

The LUMO energy (alpha / beta) comes out at -2.5 / -2.3 eV. The orbital gap (alpha / beta) is 9.151 / 8.054 eV. The total charge is 0.

CARTESIAN COORDINATES (ANGSTROEM)
S1 -0.29 -1.15 0.70
O1 -2.21 0.17 0.63
O2 0.75 -1.73 1.61
O3 -0.88 -2.10 -0.19
C1 0.69 0.10 -0.22
H1 1.16 -0.43 -1.04
H2 -2.80 -0.45 0.20
H3 0.04 0.89 -0.56
H4 1.43 0.46 0.48

---

Most stable one: run 1, least stable one: run 2.

---

Run 1
The following is a quantum chemistry calculation of an isolated molecule of C3H5B, from OMol25.

The LUMO energy (alpha / beta) comes out at -0.8 / -0.8 eV. The orbital gap (alpha / beta) is 6.825 / 6.824 eV. Its SMILES is C1B2CC12. The total charge is 0.

CARTESIAN COORDINATES (ANGSTROEM)
C1 0.08 0.62 0.05
C2 1.22 -0.34 -0.12
C3 -1.23 -0.07 -0.07
B1 -0.10 -0.97 0.54
H1 -1.84 -0.19 -0.99
H2 0.03 1.55 0.56
H3 -1.87 0.21 0.80
H4 1.51 -0.56 -1.20
H5 2.20 -0.25 0.43

---

Run 2
The following is a quantum chemistry calculation of an isolated molecule of C3H5B, from OMol25.

The LUMO energy comes out at 0.0 eV. The orbital gap is 8.023 eV. Its SMILES is C1B2CC12. The total charge is 0.

CARTESIAN COORDINATES (ANGSTROEM)
C1 -1.20 -0.20 -0.15
C2 1.28 -0.22 -0.13
C3 0.08 0.42 0.59
B1 0.04 -1.01 0.04
H1 -0.04 1.30 1.05
H2 2.13 -0.33 0.36
H3 -1.69 -0.01 -1.14
H4 1.44 0.17 -1.11
H5 -2.04 -0.12 0.50

---

Run 3
The following is a quantum chemistry calculation of an isolated molecule of C3H5B, from OMol25.

The LUMO energy comes out at 0.5 eV. The orbital gap is 9.023 eV. Its SMILES is C=BC=C. The total charge is 0.

CARTESIAN COORDINATES (ANGSTROEM)
C1 -0.60 -1.48 -1.24
C2 -0.60 -0.30 -0.52
C3 1.05 1.28 1.56
B1 0.42 0.48 0.59
H1 -1.51 -1.66 -1.86
H2 0.51 2.14 1.65
H3 -1.48 0.32 -0.64
H4 1.93 1.35 2.03
H5 0.27 -2.13 -1.58

---

Most stable one: run 3, least stable one: run 1.

---

Run 1
The following is a quantum chemistry calculation of the ion C6H11N4 with charge +1, from OMol25.

The LUMO energy comes out at -3.4 eV. The orbital gap is 10.272 eV. Its SMILES is C[N+](C)=C(N)n1cccn1. The total charge is +1.

CARTESIAN COORDINATES (ANGSTROEM)
N1 1.47 1.06 0.21
N2 -0.35 -1.75 0.45
N3 -1.33 0.31 -0.03
N4 1.05 -0.10 -0.23
C1 -2.72 -0.07 0.15
C2 -0.33 -0.50 0.09
C3 3.19 -0.36 0.26
C4 -1.27 1.59 -0.76
C5 2.08 -1.05 -0.23
C6 2.77 1.01 0.49
H1 -3.03 -0.90 0.89
H2 -3.22 -0.20 -0.87
H3 -1.29 2.52 -0.11
H4 1.95 -2.09 -0.53
H5 -0.35 1.60 -1.31
H6 3.30 1.82 0.81
H7 4.18 -0.87 0.33
H8 0.54 -2.22 0.56
H9 -2.13 1.59 -1.51
H10 -3.34 0.78 0.58
H11 -1.18 -2.19 0.77

---

Run 2
The following is a quantum chemistry calculation of the ion C6H11N4 with charge +1, from OMol25.

The LUMO energy (alpha / beta) comes out at -6.2 / -6.2 eV. The orbital gap (alpha / beta) is 7.211 / 7.212 eV. Its SMILES is C=C=[N+]=N/C=N\NC(C)C. The total charge is +1.

CARTESIAN COORDINATES (ANGSTROEM)
N1 2.22 3.11 -0.52
N2 0.55 0.68 -0.90
N3 2.00 2.55 0.57
N4 0.49 1.74 -1.56
C1 1.51 1.49 1.04
C2 1.46 0.75 2.11
C3 -1.95 0.06 -0.57
C4 -0.04 -1.57 -0.02
C5 -0.52 -0.37 -0.93
C6 1.53 2.69 -1.57
H1 -2.64 -0.10 -1.37
H2 -0.59 -0.64 -1.95
H3 0.81 -0.11 2.32
H4 1.01 -1.75 0.20
H5 -1.92 1.12 -0.35
H6 1.52 3.24 -2.48
H7 1.43 0.21 -0.67
H8 -0.27 -2.59 -0.19
H9 -0.49 -1.26 0.95
H10 2.29 0.56 2.70
H11 -2.21 -0.56 0.36

---

Run 3
The following is a quantum chemistry calculation of a cluster of 2 separate species, C6H11N4 in total, from OMol25.

The LUMO energy comes out at -3.9 eV. The orbital gap is 9.853 eV. The total charge is +1.

CARTESIAN COORDINATES (ANGSTROEM)
N1 -3.95 0.42 -0.72
N2 -0.62 -0.32 0.01
N3 -1.29 -1.21 0.73
N4 -2.75 0.12 -0.22
C1 1.95 0.58 -1.22
C2 -2.56 -0.89 0.63
C3 -1.46 0.49 -0.61
C4 1.46 -0.27 -0.16
C5 2.08 1.05 0.28
C6 1.76 -1.72 0.12
H1 -1.36 1.34 -1.33
H2 0.90 -2.33 -0.43
H3 2.92 0.26 -1.51
H4 -3.36 -1.52 1.03
H5 1.37 1.02 -2.00
H6 -4.61 0.82 0.03
H7 -3.93 1.07 -1.53
H8 3.01 0.83 0.87
H9 1.45 1.84 0.64
H10 1.72 -2.11 1.17
H11 2.65 -1.99 -0.42

---

Most stable one: run 1, least stable one: run 2.

---

Run 1
The following is a quantum chemistry calculation of a cluster of 2 separate species, C2H4FP in total, from OMol25.

The LUMO energy comes out at 0.6 eV. The orbital gap is 10.506 eV. Its SMILES is CC#P.F. The total charge is 0.

CARTESIAN COORDINATES (ANGSTROEM)
P1 3.07 0.61 0.01
F1 -0.32 2.97 0.01
C1 1.63 0.03 0.06
C2 0.26 -0.43 0.12
H1 -0.17 -0.47 -0.89
H2 -0.35 0.24 0.73
H3 0.22 -1.42 0.56
H4 0.35 2.34 -0.19

---

Run 2
The following is a quantum chemistry calculation of a cluster of 2 separate species, C2H4FP in total, from OMol25.

The LUMO energy comes out at 0.0 eV. The orbital gap is 10.234 eV. Its SMILES is CC#P.F. The total charge is 0.

CARTESIAN COORDINATES (ANGSTROEM)
P1 2.03 -1.01 0.06
F1 1.05 1.61 -0.75
C1 -0.84 -0.25 0.18
C2 0.61 -0.53 0.36
H1 -1.37 -1.23 0.29
H2 0.74 0.84 -0.24
H3 -1.10 0.08 -0.77
H4 -1.11 0.50 0.87

---

Most stable one: run 1, least stable one: run 2.

---

Run 1
The following is a quantum chemistry calculation of a cluster of 3 separate species, C4H15NO2S in total, from OMol25.

The LUMO energy comes out at 0.6 eV. The orbital gap is 8.983 eV. Its SMILES is CN[C@H](C)CS.O.O. The total charge is 0.

CARTESIAN COORDINATES (ANGSTROEM)
S1 -3.41 0.76 -1.11
O1 -1.23 -3.50 0.78
O2 4.50 -0.97 4.25
N1 -0.40 0.94 0.08
C1 -1.83 0.52 -1.93
C2 0.12 -0.11 0.91
C3 -0.26 0.83 -1.34
C4 0.27 2.13 -2.07
H1 -1.86 -4.11 0.99
H2 1.30 -0.25 0.81
H3 -0.24 1.84 0.37
H4 -1.90 0.81 -3.01
H5 -0.10 0.20 1.98
H6 -1.73 -0.62 -1.95
H7 -3.44 1.92 -0.23
H8 0.26 1.98 -3.16
H9 -0.19 3.13 -1.69
H10 4.76 -1.92 4.46
H11 -0.41 -3.44 1.25
H12 0.36 -0.13 -1.82
H13 -0.50 -1.09 0.70
H14 4.59 -1.06 3.37
H15 1.34 2.14 -1.64

---

Run 2
The following is a quantum chemistry calculation of a cluster of 3 separate species, C4H15NO2S in total, from OMol25.

The LUMO energy comes out at 0.7 eV. The orbital gap is 8.986 eV. Its SMILES is C[C@@H](N)CCS.O.O. The total charge is 0.

CARTESIAN COORDINATES (ANGSTROEM)
S1 0.91 0.36 2.18
O1 0.77 2.98 -1.18
O2 -5.22 3.26 -1.76
N1 -0.60 -0.86 -0.64
C1 1.87 -1.08 1.57
C2 0.67 -1.56 -0.58
C3 0.92 -2.06 0.87
C4 0.79 -2.65 -1.63
H1 2.66 -0.78 0.90
H2 -5.05 3.36 -2.71
H3 -0.02 3.18 -0.70
H4 0.50 -2.36 -2.65
H5 1.35 3.63 -0.73
H6 -5.95 2.61 -1.80
H7 0.01 -2.34 1.39
H8 1.83 -2.85 -1.91
H9 1.46 -0.84 -0.79
H10 2.33 -1.51 2.47
H11 -1.05 -0.71 -1.53
H12 1.01 1.22 1.17
H13 0.24 -3.54 -1.36
H14 1.62 -2.90 0.73
H15 -1.26 -1.06 0.10

---

Run 3
The following is a quantum chemistry calculation of a structure of composition C4H15NO2S, from OMol25.

The LUMO energy comes out at -1.4 eV. The orbital gap is 6.106 eV. The total charge is 0.

CARTESIAN COORDINATES (ANGSTROEM)
S1 -2.10 -0.71 -1.12
O1 0.04 -0.52 3.39
O2 -1.24 -2.14 1.44
N1 0.99 -0.52 0.19
C1 -0.61 -0.65 -2.17
C2 0.24 0.59 -1.87
C3 1.55 1.80 -0.08
C4 0.62 0.67 -0.41
H1 0.26 -1.23 0.08
H2 -1.90 -2.55 2.00
H3 0.99 -0.29 1.19
H4 0.06 -1.47 -1.86
H5 2.45 1.59 -0.65
H6 -0.38 0.34 3.28
H7 -1.75 -1.87 0.63
H8 -0.38 -1.14 2.77
H9 -0.27 1.51 -2.18
H10 1.08 2.77 -0.23
H11 1.15 0.61 -2.48
H12 -0.60 0.99 -0.07
H13 -1.22 1.23 0.38
H14 1.78 1.78 0.99
H15 -0.77 -0.80 -3.23

---

Most stable one: run 2, least stable one: run 3.